(1)
Molecular formula: C28H58BeBrCl5F6MgNO11PSi
Method: DFT, wB97M-V/def2-TZVPD

```
! wB97M-V def2-TZVPD RIJCOSX def2/J DEFGRID3
* xyz 0 1
C 0.371 3.487 3.334
O 0.771 3.940 2.058
C -0.136 3.604 1.027
C 0.031 2.148 0.609
C 1.322 1.950 -0.201
C 2.271 0.901 0.398
C 1.670 -0.457 0.712
C 1.249 -1.205 -0.561
C -0.164 -0.924 -1.036
C -1.181 -1.490 -0.010
C -1.569 -2.866 -0.515
C -2.451 -3.768 0.375
Si -3.174 -3.047 1.935
C -4.910 -2.455 1.593
C -4.894 -1.118 0.832
C -6.191 -0.312 1.018
O -5.927 0.863 1.787
C -5.418 1.901 0.993
C -3.356 -4.603 3.188
O -4.389 -4.579 3.843
O -2.420 -5.384 3.119
H 0.572 4.275 4.051
H -0.689 3.236 3.358
H 0.910 2.582 3.612
H 0.105 4.235 0.177
H -1.178 3.785 1.300
H 0.066 1.547 1.514
H -0.858 1.860 0.054
H 1.838 2.904 -0.229
H 1.116 1.673 -1.231
H 2.673 1.336 1.312
H 3.108 0.768 -0.282
H 2.493 -1.021 1.152
H 0.904 -0.425 1.481
H 1.939 -0.855 -1.331
H 1.431 -2.274 -0.495
H -0.386 -1.409 -1.986
H -0.348 0.126 -1.210
H -2.020 -0.800 0.020
H -0.648 -1.510 0.931
H -0.640 -3.409 -0.644
H -1.986 -2.775 -1.513
H -1.946 -4.697 0.645
H -3.309 -4.075 -0.220
H -2.387 -1.967 2.560
H -5.445 -2.342 2.533
H -5.454 -3.223 1.048
H -4.771 -1.331 -0.226
H -4.095 -0.504 1.239
H -6.568 0.033 0.056
H -6.934 -0.868 1.574
H -4.580 1.585 0.369
H -5.056 2.687 1.647
H -6.190 2.336 0.355
C 5.631 -0.660 2.610
Cl 7.088 0.183 3.145
Cl 4.227 0.024 3.439
Cl 5.452 -0.486 0.865
Cl 5.764 -2.375 3.013
C -2.162 7.003 -0.293
O -2.509 6.323 0.905
C -1.864 6.861 2.043
C -2.820 7.699 2.864
O -3.190 8.888 2.198
C -4.490 8.848 1.619
H -2.810 6.631 -1.084
H -2.302 8.083 -0.200
H -1.124 6.786 -0.562
H -0.986 7.447 1.761
H -1.524 6.016 2.652
H -2.310 7.996 3.793
H -3.715 7.105 3.130
H -5.263 8.854 2.395
H -4.616 7.968 0.983
H -4.603 9.743 1.012
O 0.157 -4.518 -0.788
C 1.394 -4.650 -1.010
O 2.244 -4.306 -0.091
C 3.619 -4.474 -0.616
C 3.456 -5.444 -1.733
C 2.051 -5.146 -2.252
H 4.023 -3.409 -1.002
H 4.275 -4.825 0.177
H 4.228 -5.337 -2.483
H 3.470 -6.457 -1.335
H 2.038 -4.351 -3.004
H 1.545 -6.030 -2.635
Mg -4.371 7.865 4.965
Cl 4.742 -2.135 -1.942
C -1.602 6.739 -4.533
C -0.692 5.585 -4.154
O -1.289 4.749 -3.163
H -1.840 7.340 -3.654
H -1.133 7.382 -5.279
H -2.546 6.369 -4.940
H 0.240 5.956 -3.730
H -0.454 4.982 -5.036
H -2.108 4.403 -3.529
Be 0.084 -5.025 0.833
C 7.224 -4.335 -4.390
N 6.214 -5.306 -3.878
O 6.546 -6.111 -3.053
O 5.111 -5.162 -4.354
H 8.241 -4.574 -3.844
H 7.329 -4.473 -5.461
H 6.872 -3.338 -4.150
F 2.443 -10.282 0.563
P 3.759 -9.363 0.196
F 4.591 -7.937 0.493
F 2.493 -8.300 -0.229
F 4.516 -10.796 -0.100
F 4.208 -9.595 1.766
F 4.240 -9.115 -1.373
Br 9.635 -3.580 -3.658
*
```

Properties
highest occupied orbital energy: -7.21 eV
LUMO: -6.42 eV

***

(2)
Molecular formula: C19H18I2N3O2SbSe4Sn
Method: DFT, wB97M-V/def2-TZVPD

```
! wB97M-V def2-TZVPD RIJCOSX def2/J DEFGRID3
* xyz -2 1
Sn -2.502 1.022 -0.810
I 2.571 -0.091 5.821
C 1.360 0.574 4.196
C 0.081 0.147 4.156
C -0.873 0.383 3.124
I -2.858 0.575 3.854
C -0.757 0.755 1.778
O -1.731 1.437 1.234
C 0.367 0.358 0.942
C 1.456 0.783 -1.300
N 1.038 -0.259 -2.163
C 1.598 -1.596 -2.053
C 0.692 -2.764 -1.714
C 1.025 -4.035 -2.176
C 0.189 -5.099 -1.886
C -0.946 -4.867 -1.129
C -1.186 -3.571 -0.702
N -0.387 -2.549 -0.983
C 2.127 1.177 3.017
H -0.317 -0.313 5.053
H 2.448 0.507 -0.925
H 1.552 1.728 -1.845
H 0.087 -0.218 -2.524
H 2.410 -1.574 -1.317
H 2.057 -1.846 -3.019
H 1.916 -4.179 -2.777
H 0.414 -6.091 -2.259
H -1.651 -5.657 -0.910
H -2.075 -3.346 -0.122
H 3.112 1.483 3.379
Se -5.197 -0.953 -3.038
Sb -4.607 1.394 -3.250
Se -4.602 2.353 -0.759
Se -2.218 1.367 -3.971
Se -5.972 2.836 -4.629
O -1.230 2.787 -1.532
C -0.176 3.417 -0.816
C 0.494 2.504 0.188
C 0.789 2.988 1.498
C 1.463 2.484 2.571
C 2.312 -0.095 2.211
C 1.413 -0.577 1.366
N 0.657 1.183 -0.106
H -0.949 2.405 -2.381
H -0.639 4.236 -0.262
H 0.545 3.856 -1.520
H 0.470 4.019 1.632
H 1.597 3.208 3.370
H 3.149 -0.707 2.539
H 1.481 -1.577 0.949
*
```

Properties
highest occupied orbital energy (spin up / spin down): -1.52 / -1.54 eV
LUMO (spin up / spin down): 3.21 / 3.21 eV